Record 1
{
  "formula": "C4H41N3O14",
  "method": "ωB97M-V with the def2-TZVPD basis set",
  "elements": ["O", "O", "O", "O", "O", "O", "O", "O", "O", "O", "O", "O", "O", "O", "N", "N", "N", "C", "C", "C", "C", "H", "H", "H", "H", "H", "H", "H", "H", "H", "H", "H", "H", "H", "H", "H", "H", "H", "H", "H", "H", "H", "H", "H", "H", "H", "H", "H", "H", "H", "H", "H", "H", "H", "H", "H", "H", "H", "H", "H", "H", "H"],
  "coordinates": [[3.24007, 0.09781, -0.91712], [3.13556, -2.98793, -0.10359], [-4.19732, 0.00713, 1.60917], [3.10060, -1.28823, 2.03856], [-2.94688, 2.07571, -1.64017], [1.62395, -1.64608, -3.70796], [-0.76635, -0.85181, -3.87300], [1.18144, 2.55796, -3.44047], [-2.89588, -2.96702, -1.13044], [0.25099, -3.29333, 0.22729], [1.58707, 2.45975, -0.74779], [2.56659, 1.95281, 1.77980], [0.46242, -0.65921, 3.58602], [-1.86296, -2.22120, 1.47940], [-0.02598, 2.10123, 3.49283], [-1.59807, 2.77379, 1.70444], [0.02711, -0.82701, -1.25938], [-1.06607, 2.86561, 2.97889], [-1.18225, -0.18837, -0.63660], [-0.81283, 2.14480, 0.60426], [-0.98219, 0.59224, 0.67889], [-1.66595, -1.63442, 2.22417], [-2.37207, 3.32413, 1.39520], [-3.22093, 2.87146, -2.09873], [-0.57845, -2.98117, 0.66245], [-0.29403, 0.13718, 1.38819], [0.01088, -0.63963, -2.27757], [2.90012, -2.20766, 1.84305], [3.42078, -0.03794, 0.01931], [0.90773, -0.54150, -0.82919], [-3.20658, 1.38454, -2.26281], [0.73585, 1.83684, -3.89150], [1.62402, 3.33594, -1.12057], [1.69198, 1.77382, -1.39352], [-4.44706, 0.62470, 0.94438], [-2.73669, -3.64099, -1.79793], [0.34531, -4.15530, 0.64423], [3.63253, -2.18026, -0.01363], [3.30849, -3.52223, 0.67533], [2.27870, -1.17139, -4.23567], [-0.58092, -0.63838, -4.79214], [0.57707, 1.55095, 2.92288], [0.28629, 2.35573, 4.40688], [2.15398, -2.41560, -3.45362], [-1.88671, 0.25088, -1.33720], [1.15027, -0.49962, 2.92056], [0.20599, 2.43082, 0.75399], [0.58909, -1.58558, 3.75307], [3.48162, -1.45492, 2.90856], [0.89125, 3.37432, -3.84871], [-1.96427, 0.65144, 1.17964], [-3.78918, -3.13810, -0.84515], [-1.46994, 3.54258, 3.72041], [0.01362, -1.84398, -1.10477], [-1.70363, -1.00935, -0.16337], [-1.37054, 2.59404, -0.23370], [-1.05587, -1.76916, -3.88077], [-3.58205, 0.48166, 2.17734], [4.02297, 0.09160, -1.46432], [2.14604, 1.98266, 0.89871], [3.49537, 1.78263, 1.60637], [-2.78411, -2.00937, 1.27712]],
  "forces_ev_per_angstrom": [[-1.1, -0.2, -0.1], [-0.4, -0.6, -0.4], [0.3, -1.1, 0.8], [0.2, -0.5, 0.7], [-0.4, -0.2, -0.4], [1.2, -0.4, -0.1], [-1.0, 0.5, -0.1], [0.2, -0.3, 0.0], [0.4, 0.1, -0.3], [-0.7, 0.1, 0.5], [0.2, -0.1, 1.3], [-0.2, -0.4, 0.0], [0.1, 0.1, -0.5], [-0.4, 0.2, 0.8], [-0.8, -0.4, -0.5], [0.7, -1.7, -0.7], [-0.2, 0.4, -0.1], [-0.2, 1.5, 1.4], [-0.6, -0.9, 2.4], [-1.6, 0.6, 1.5], [-0.7, 2.2, -0.8], [0.2, -0.1, 0.0], [0.0, 0.3, 0.5], [-0.1, 0.4, 0.0], [0.2, 0.0, -0.2], [0.1, -0.2, -0.2], [0.5, -0.3, 0.2], [-0.6, 0.1, -0.7], [0.5, 0.1, 0.0], [0.1, 0.3, -0.2], [-0.1, 0.0, 0.1], [-0.1, 0.2, -0.2], [0.0, 0.0, -0.6], [0.4, 0.2, -0.9], [-0.3, 0.9, -0.8], [0.1, -0.1, 0.0], [0.3, -0.2, -0.3], [0.4, 0.3, 0.1], [0.3, -0.2, -0.2], [-0.2, 0.3, -0.1], [0.1, -0.1, 0.0], [0.4, 0.2, 0.0], [0.2, -0.1, 0.0], [-0.3, -0.1, 0.2], [0.9, 0.1, -0.1], [0.1, 0.2, 0.1], [0.2, 0.4, -0.4], [0.0, -0.8, 0.4], [0.3, 0.9, 0.4], [-0.1, 0.1, -0.2], [0.4, -1.0, -0.4], [-0.5, 0.0, 0.2], [-0.3, 0.1, -0.5], [0.0, 0.0, -0.1], [-0.2, -0.4, -0.9], [1.3, -0.7, -0.3], [0.1, -0.1, -0.1], [-0.1, 0.2, 0.1], [0.5, 0.0, 0.3], [0.4, 0.4, 0.1], [0.1, 0.1, 0.0], [0.0, -0.1, -0.1]],
  "mulliken_spin": [0.00, 0.00, 0.00, 0.00, 0.00, 0.00, 0.00, 0.00, 0.00, 0.00, -0.01, 0.00, 0.01, 0.00, 0.12, 0.07, 0.01, 0.73, -0.04, -0.02, 0.12, 0.00, -0.02, 0.00, 0.00, -0.01, 0.00, 0.00, 0.00, 0.00, 0.00, 0.00, 0.00, 0.00, 0.00, 0.00, 0.00, 0.00, 0.00, 0.00, 0.00, 0.00, -0.02, 0.00, 0.00, 0.00, 0.00, 0.00, 0.00, 0.00, -0.01, 0.00, 0.04, 0.00, 0.01, 0.01, 0.00, 0.00, 0.00, -0.01, 0.00, 0.00],
  "homo_ev": [-5.8, -10.3],
  "spin_multiplicity": 2,
  "total_charge": 1,
  "total_energy_ha": -1394.28379,
  "max_force_ev_per_a": 2.66
}

***

Record 2
{
  "formula": "C4H42O17",
  "method": "ωB97M-V with the def2-TZVPD basis set",
  "elements": ["O", "O", "O", "O", "O", "O", "O", "O", "O", "O", "O", "O", "O", "O", "O", "O", "O", "C", "C", "C", "C", "H", "H", "H", "H", "H", "H", "H", "H", "H", "H", "H", "H", "H", "H", "H", "H", "H", "H", "H", "H", "H", "H", "H", "H", "H", "H", "H", "H", "H", "H", "H", "H", "H", "H", "H", "H", "H", "H", "H", "H", "H", "H"],
  "coordinates": [[0.69428, 0.94129, -3.38796], [-1.55852, 1.96470, 2.59636], [0.11761, 1.38746, 4.80297], [0.36431, 3.76088, 2.42661], [0.98482, -3.67938, -0.15276], [2.13866, 1.93358, -0.01872], [3.38031, -0.27817, -2.44266], [-2.54487, -0.22879, -1.26356], [-4.04062, 0.20624, 1.19050], [-1.81369, 1.70199, -2.72301], [4.82380, 0.27465, 0.01559], [2.91904, -3.10493, -1.88980], [-4.62986, -2.13516, -1.01716], [2.00895, 1.80708, 3.03035], [0.73500, -2.02657, -3.03454], [-0.41389, 3.34839, -1.33024], [-1.82232, -2.92909, -1.43687], [0.57700, -1.00856, 2.50203], [-1.52278, -1.83968, 1.45405], [-0.22743, -0.02131, 0.50630], [-0.36418, -0.94620, 1.57949], [-1.17747, -2.80428, -2.16501], [0.44914, -2.92454, -3.48264], [0.06591, 4.04169, 3.20320], [-1.87831, -2.08997, -0.95460], [1.21981, 3.33158, 2.70990], [-3.14472, 0.17736, -0.73046], [4.34983, 1.07458, -0.24801], [-0.06083, 2.53491, -1.03171], [-0.35024, 1.59850, 3.88278], [-1.77139, 2.56556, -2.23550], [0.13145, 4.07097, -1.12084], [2.39815, -0.21102, -2.34826], [-0.07021, -0.40032, -0.43336], [0.03924, 1.64426, -3.26758], [-0.03412, 0.57166, 5.10105], [2.96572, 1.38697, -0.34327], [-2.41818, 1.66676, -3.54972], [0.59473, 0.77370, 0.68038], [2.86803, 2.00132, 3.41938], [-1.80380, 1.17882, 1.99439], [0.41681, -1.57011, 3.30197], [0.33813, -3.01259, -0.27799], [-3.89337, 0.71696, 1.92634], [2.44954, 2.32844, 0.78791], [0.69638, -4.41970, -0.57746], [-4.49264, -0.57119, 1.33948], [2.36136, -3.45510, -1.18037], [3.62754, -0.17295, -3.34867], [-3.98725, -2.78993, -1.21792], [-2.19329, 0.45093, -1.82619], [-2.35293, -1.52750, 2.08789], [1.46545, -0.29417, 2.37671], [-1.28409, 0.40635, 0.40289], [3.66786, -2.44283, -1.67345], [-4.19367, -1.38506, -1.44845], [1.50168, 1.50102, 3.88944], [4.40360, -0.24984, -0.74194], [-1.85465, -1.95595, 0.39874], [1.53693, -2.26209, -2.53950], [-0.06501, 0.29696, -3.72651], [-1.18941, -2.95181, 1.67716], [-0.85139, 2.51276, 2.11783]],
  "forces_ev_per_angstrom": [[-3.0, -2.0, -1.1], [0.3, -1.7, -1.8], [0.7, 5.8, -4.2], [3.0, -2.2, -4.6], [2.3, 2.2, 2.5], [2.2, -1.7, -1.6], [-1.0, -0.1, 1.8], [2.0, -3.1, -1.3], [1.8, 1.0, -3.7], [-1.4, 0.3, -2.0], [-1.7, -0.8, -1.8], [1.8, 1.4, -0.8], [-0.5, 1.2, 0.2], [-0.2, -0.8, 2.0], [-2.0, -2.5, -1.3], [-2.3, -0.2, -1.0], [0.7, -0.6, -0.2], [4.5, 3.4, 0.2], [0.8, -3.2, -0.3], [0.1, 4.2, 2.3], [-3.1, -0.6, -4.2], [-0.5, 0.4, 0.6], [1.2, 2.7, 1.1], [-2.5, 2.4, 5.1], [-0.1, 0.1, -1.6], [-0.9, 0.1, -0.7], [-2.9, 1.8, 2.7], [1.3, 0.6, 0.5], [1.3, -0.9, 0.6], [0.2, -1.0, 2.6], [-0.2, -0.3, -1.0], [1.3, 1.1, 0.6], [1.0, 0.2, -0.9], [0.3, -1.4, -2.6], [0.6, 0.7, 0.3], [-1.4, -5.0, 1.7], [-3.1, 1.6, 0.8], [1.4, 0.8, 2.3], [-1.4, -1.2, -0.3], [0.5, 0.0, -0.3], [0.6, 2.2, 1.4], [-0.1, -2.5, 3.6], [-1.1, 0.7, -0.6], [-0.1, 1.6, 2.9], [0.2, 0.3, 0.7], [-1.6, -3.3, -1.7], [-1.7, -2.5, 0.8], [0.8, 0.6, 0.8], [-0.2, 0.2, -0.9], [0.8, -1.5, -0.2], [0.5, 1.0, -1.0], [-0.1, -0.2, 0.1], [-1.1, -1.4, 0.5], [1.3, -0.3, -0.4], [-2.2, -1.8, 0.0], [-0.4, 0.1, 0.0], [0.5, 0.7, -1.5], [1.2, 0.2, 1.2], [0.0, 0.8, 1.8], [0.7, -0.5, -0.1], [3.0, 1.1, 0.9], [-0.7, 2.1, 0.3], [-0.9, -0.4, 0.6]],
  "mulliken_spin": [0.00, 0.01, 0.01, 0.00, 0.00, 0.00, 0.00, 0.00, 0.00, 0.00, 0.00, 0.00, 0.00, 0.01, 0.00, 0.00, 0.00, 0.40, 0.02, 0.15, 0.17, 0.00, 0.00, 0.00, 0.00, 0.00, 0.00, 0.00, 0.00, 0.00, 0.00, 0.00, 0.00, 0.03, 0.00, 0.00, 0.00, 0.00, 0.01, 0.00, 0.01, -0.01, 0.00, 0.00, 0.00, 0.00, 0.00, 0.00, 0.00, 0.00, 0.00, 0.03, 0.10, 0.04, 0.00, 0.00, 0.00, 0.00, 0.01, 0.00, 0.00, 0.01, 0.00],
  "homo_ev": [-13.5, -13.5],
  "spin_multiplicity": 2,
  "total_charge": 1,
  "total_energy_ha": -1456.22141,
  "max_force_ev_per_a": 7.16
}

***

Record 3
{
  "formula": "C4H4AgO2",
  "method": "ωB97M-V with the def2-TZVPD basis set",
  "elements": ["Ag", "O", "O", "C", "C", "C", "C", "H", "H", "H", "H"],
  "coordinates": [[1.55901, -0.59276, 2.91320], [-2.84745, 0.81558, 0.51128], [0.99647, -0.26173, 0.68450], [-2.16570, -0.14620, 0.43519], [-1.13837, -0.11284, -0.44506], [1.35156, 0.28341, -0.56237], [0.19035, -0.66183, -0.40813], [0.32463, -1.69170, -0.74829], [2.24061, -0.14510, -1.02894], [-1.67436, 1.16051, -0.67997], [1.16325, 1.35264, -0.67141]],
  "forces_ev_per_angstrom": [[0.3, 0.0, 0.2], [-2.1, -4.8, 4.1], [-0.2, -0.2, 1.6], [-4.4, 6.3, -0.1], [1.5, 3.0, -1.9], [-0.3, -0.3, -1.2], [1.3, -0.3, -1.3], [-0.1, 0.1, 0.1], [-0.1, 0.3, 0.2], [4.0, -3.9, -1.7], [0.1, -0.3, 0.0]],
  "mulliken_spin": [0.00, 0.34, 0.04, 0.05, 0.54, -0.01, 0.02, 0.04, 0.00, -0.02, 0.00],
  "homo_ev": [-20.2, -20.2],
  "spin_multiplicity": 2,
  "total_charge": 2,
  "total_energy_ha": -451.26008,
  "max_force_ev_per_a": 7.62
}

***

Record 4
{
  "formula": "C4H4Al2Be2BrF5LiO10S",
  "method": "ωB97M-V with the def2-TZVPD basis set",
  "elements": ["Br", "S", "Al", "Al", "F", "F", "F", "F", "F", "O", "O", "O", "O", "O", "O", "O", "O", "O", "O", "C", "C", "C", "C", "Be", "Be", "Li", "H", "H", "H", "H"],
  "coordinates": [[4.12115, -2.86899, 1.47404], [0.48311, -0.04741, 1.84556], [3.70406, 2.20314, 3.53907], [-0.75276, -1.51336, -2.11261], [-0.29771, -2.83405, -3.11661], [-1.83785, -0.43635, -3.01551], [-1.19287, -2.86047, 6.41559], [-1.56196, -2.08613, -0.71462], [0.66705, -0.62803, -1.65580], [3.57466, -0.78661, 2.85826], [-4.45998, -0.21272, -1.01967], [0.62712, -1.29388, 1.12075], [0.19846, 2.05882, -2.64344], [0.28361, 0.81928, -4.28668], [-4.43096, 1.55956, 0.24818], [3.53056, -0.80581, 0.58988], [-0.54767, 0.81195, 1.30332], [0.71226, 2.96103, -4.58663], [-5.06815, 1.77920, -1.88538], [2.17455, 0.79770, 1.81336], [0.42202, 2.00349, -3.88165], [3.20245, -0.36752, 1.78494], [-4.67182, 1.00735, -0.96753], [-0.61149, -1.60849, 4.56210], [-2.58064, 1.34179, -3.88892], [3.65422, -2.10828, -1.30569], [0.19257, -0.45509, 3.22484], [-4.16118, 0.71804, 0.66705], [2.29903, 1.41850, 0.89560], [2.32816, 1.43333, 2.73819]],
  "forces_ev_per_angstrom": [[0.4, -0.5, -1.1], [-1.5, -1.1, -3.2], [1.5, 0.4, 0.9], [0.5, -1.4, 1.1], [-0.3, 1.2, 0.5], [-0.9, 2.1, -1.0], [1.0, 2.1, -3.1], [0.5, 0.7, -1.2], [-0.6, -0.4, -0.5], [0.1, 0.5, 0.9], [-0.1, 0.4, -1.3], [0.9, 0.6, 1.3], [-0.3, 0.3, 0.2], [-0.5, -0.1, -0.4], [-0.1, -0.2, -0.5], [-0.6, -0.3, 2.0], [1.1, 0.4, 1.4], [0.0, 0.1, 0.0], [1.0, 0.1, -1.4], [0.7, 0.1, -1.0], [0.5, 0.0, 0.0], [-0.4, 0.9, -1.6], [0.3, -0.8, 1.5], [-0.8, -2.0, 2.9], [0.3, -2.5, 2.2], [-0.5, 0.2, 0.7], [0.0, 0.1, 0.5], [0.0, 0.5, 0.8], [-0.6, -0.3, 0.7], [-1.7, -1.2, -1.3]],
  "mulliken_charge": [-0.10, 1.09, 0.57, 0.48, -0.39, -0.13, -0.63, -0.33, -0.39, -0.56, -0.49, -0.45, -0.26, -0.30, -0.45, -0.58, -0.56, -0.42, -0.51, -0.38, 0.75, 0.78, 0.75, 0.58, 1.02, 0.88, -0.03, 0.35, 0.56, 0.16],
  "homo_ev": -10.0,
  "total_charge": 1,
  "total_energy_ha": -4900.02171,
  "max_force_ev_per_a": 3.85
}